25
Properties=species:S:1:pos:R:3 method="wB97M-V/def2-TZVPD" orbital_gap_ev=7.31 charge=+4 e_above_lowest_kj_mol=2001.2
Na 0.76 -0.18 -2.45
Na 1.33 -1.39 2.21
Na 2.16 -0.72 -0.01
Na -1.20 -1.81 1.80
Na -1.03 1.02 1.94
Na -2.83 -0.71 -0.10
Na 0.74 -3.14 0.33
O 2.46 -0.06 1.67
H 2.16 0.53 0.95
C -0.11 -0.45 0.21
O 0.58 0.19 -0.50
O -1.26 -0.09 0.50
O 0.29 -1.59 0.47
O -0.24 2.02 -1.46
H 0.01 1.30 -0.88
H -0.83 1.63 -2.10
O -1.87 1.84 0.23
H -1.09 2.25 -0.14
H -1.66 0.90 0.27
O -0.86 -2.55 -1.19
H -0.36 -1.93 -0.66
H -1.56 -2.03 -1.58
O 1.73 1.87 -0.04
H 1.48 1.95 0.88
H 1.21 1.14 -0.36


9
Properties=species:S:1:pos:R:3 method="wB97M-V/def2-TZVPD" orbital_gap_ev="7.73 / 6.45" charge=0 e_above_lowest_kj_mol=364.2
C 0.48 -0.42 -1.10
C 0.63 0.75 -1.91
O -1.58 -1.07 2.67
S 0.16 -0.91 0.34
S -0.46 0.15 2.82
H 1.68 0.92 -1.96
H 0.11 1.48 -1.46
H 0.37 0.61 -2.94
H -1.40 -1.51 3.53


Electronic energy readings, ordered: -1779.4803 -950.0700 hartree